ORCA calculation (wB97M-V/def2-TZVPD) on a molecular structure, C44H44N10S2W.

## Properties
- Expectation value of S²: 2.04
- Total charge: +2
- LUMO (alpha / beta): -6.999 / -7.371 eV
- 2S+1: 3
- E_HOMO (alpha / beta): -12.29 / -12.53 eV

Last column: Löwdin charge in e.
Cartesian coordinates (Å):
W (-0.70307, -0.80158, -0.78728)  1.518
C (-4.51550, -3.60403, 0.33148)  -0.056
C (-3.36108, -3.13644, -0.29823)  -0.101
N (-2.97727, -1.86086, -0.12329)  -0.002
C (-3.65955, -1.17087, 0.81248)  -0.189
C (-4.88254, -1.62813, 1.39128)  -0.032
N (-5.31087, -2.84490, 1.13386)  0.117
C (-3.02853, 0.09495, 1.16919)  -0.174
C (-3.48168, 0.85094, 2.22849)  0.063
C (-3.17354, 2.19663, 2.34704)  -0.111
C (-2.42601, 2.70861, 1.29970)  0.061
C (-1.79398, 1.89030, 0.36196)  -0.191
N (-1.99121, 0.51878, 0.35293)  -0.014
C (-0.88343, 2.49398, -0.60462)  -0.196
C (-0.48166, 3.83805, -0.63548)  -0.060
N (0.25095, 4.37999, -1.57304)  0.131
C (0.55004, 3.56726, -2.59125)  -0.061
C (0.21977, 2.21605, -2.62755)  -0.056
N (-0.44866, 1.65668, -1.59381)  0.061
C (-3.58201, 2.98162, 3.51763)  -0.154
C (-2.85825, 4.17034, 3.77617)  0.003
C (-3.30839, 4.98215, 4.80187)  -0.113
N (-4.43013, 4.72681, 5.46723)  0.081
C (-5.12385, 3.60494, 5.23357)  -0.091
C (-4.72725, 2.66461, 4.26785)  0.015
H (-4.84643, -4.65746, 0.21579)  0.135
H (-2.77766, -3.79586, -0.93377)  0.112
H (-5.40671, -1.02434, 2.15516)  0.135
H (-4.09129, 0.41073, 3.00344)  0.121
H (-2.29949, 3.74379, 1.18159)  0.102
H (-0.73474, 4.51195, 0.16625)  0.123
H (1.18515, 4.01780, -3.37773)  0.138
H (0.51402, 1.60211, -3.44117)  0.098
H (-1.92417, 4.38581, 3.27171)  0.112
H (-2.78116, 5.89375, 5.10350)  0.124
H (-6.03545, 3.46003, 5.82353)  0.123
H (-5.28897, 1.77268, 4.12074)  0.099
C (0.93590, -5.13192, 2.18190)  -0.407
S (1.59968, -5.04330, 0.48437)  0.911
C (0.52173, -3.71189, -0.05179)  -0.902
S (-0.34372, -2.47773, 0.95465)  0.659
N (0.21066, -3.78060, -1.33174)  -0.071
N (-0.45575, -2.68805, -1.87744)  -0.156
C (-0.87284, -2.87633, -3.14581)  -0.032
C (-1.67861, -1.85033, -3.62610)  -0.236
C (-2.47736, -1.87477, -4.81354)  0.035
C (-3.43043, -0.90113, -4.98497)  -0.012
C (-3.58513, 0.09537, -4.01179)  -0.010
C (-2.73867, 0.13946, -2.93219)  -0.119
N (-1.81071, -0.80462, -2.70030)  -0.050
H (1.32237, -6.03673, 2.67836)  0.052
H (1.23638, -4.24398, 2.78304)  0.037
H (-0.15720, -5.18042, 2.22500)  0.034
H (-0.64784, -3.77546, -3.72172)  0.158
H (-2.28295, -2.67295, -5.53572)  0.139
H (-4.09254, -0.93745, -5.84131)  0.131
H (-4.39596, 0.82493, -4.08458)  0.131
H (-2.84687, 0.88937, -2.17150)  0.099
C (1.79444, -1.39045, -5.41038)  -0.041
C (2.41364, -1.22284, -4.04568)  -0.243
C (3.80916, -1.38215, -3.83969)  0.022
C (4.40158, -1.03198, -2.62210)  -0.238
C (5.87344, -0.99917, -2.34715)  -0.032
C (3.57955, -0.64447, -1.56543)  -0.014
C (2.17066, -0.54908, -1.70003)  -0.249
C (1.64239, -0.74220, -2.97551)  -0.072
N (1.26504, -0.37499, -0.59486)  -0.129
C (1.88301, 0.15390, 0.69186)  -0.388
C (2.72478, 1.42445, 0.40218)  -0.083
C (3.56296, 1.77267, 1.65183)  -0.275
C (4.39833, 0.58821, 2.11426)  -0.113
C (3.50306, -0.58788, 2.50608)  -0.269
C (2.47843, -0.21538, 3.59409)  -0.093
C (1.65022, 1.00981, 3.08044)  -0.280
C (2.60104, 2.15814, 2.79051)  -0.126
C (0.88823, 0.63144, 1.79993)  -0.129
C (2.67242, -1.06760, 1.29801)  -0.101
H (2.30409, -0.86720, -6.22154)  0.088
H (0.72365, -1.09214, -5.38999)  0.071
H (1.90903, -2.45274, -5.68417)  0.093
H (4.41675, -1.79211, -4.63113)  0.125
H (6.39301, -0.66006, -3.25664)  0.093
H (6.32190, -1.97121, -2.13460)  0.091
H (6.12020, -0.31713, -1.52712)  0.083
H (4.02023, -0.49349, -0.57520)  0.088
H (0.59588, -0.51599, -3.27982)  0.068
H (2.02651, 2.27416, 0.17662)  0.121
H (3.40544, 1.34201, -0.48945)  0.121
H (4.25303, 2.61816, 1.41401)  0.157
H (5.00522, 0.88288, 2.99647)  0.138
H (5.12687, 0.27258, 1.36324)  0.118
H (4.12486, -1.40672, 2.86985)  0.144
H (2.92751, 0.10157, 4.55367)  0.131
H (1.78107, -1.04012, 3.77449)  0.115
H (0.92492, 1.30311, 3.85487)  0.145
H (3.20082, 2.43162, 3.67010)  0.128
H (2.02202, 3.09169, 2.52962)  0.132
H (0.34408, 1.54813, 1.48550)  0.099
H (0.13857, -0.16305, 2.07108)  0.072
H (1.90874, -1.81642, 1.63250)  0.054
H (3.29768, -1.58626, 0.54524)  0.113

ORCA calculation (wB97M-V/def2-TZVPD) on a molecular structure, C44H44N5O4S3Ti.

## Properties
- Total charge: +1
- LUMO: -3.174 eV
- 2S+1: 1
- E_HOMO: -10.49 eV

Last column: Löwdin charge in e.
Cartesian coordinates (Å):
Ti (-0.82910, -0.44914, -0.27342)  1.003
C (1.53251, -1.31839, 2.60357)  -0.047
C (0.18847, -1.50123, 3.25006)  -0.215
C (0.06530, -1.32138, 4.62616)  -0.050
C (-1.13553, -1.56276, 5.27031)  -0.071
C (-2.21839, -2.02302, 4.53932)  -0.039
C (-2.13473, -2.21551, 3.16422)  -0.197
C (-3.31115, -2.80955, 2.44011)  -0.022
C (-0.92935, -1.90671, 2.51553)  -0.197
N (-0.85810, -2.01410, 1.07767)  0.004
C (-0.93669, -3.30640, 0.62727)  -0.475
O (-0.82475, -4.32162, 1.28127)  0.108
C (-1.25309, -3.35567, -0.83482)  -0.181
C (-1.68723, -4.47646, -1.51113)  0.044
C (-2.04199, -4.33515, -2.84791)  0.003
C (-1.94211, -3.09428, -3.46500)  0.050
C (-1.48992, -2.03021, -2.71131)  -0.180
N (-1.17154, -2.17613, -1.43192)  0.009
C (-1.29579, -0.63492, -3.21904)  -0.489
O (-1.51030, -0.36042, -4.38059)  0.109
N (-0.79028, 0.18561, -2.24375)  -0.020
C (-0.28841, 1.43113, -2.76729)  -0.184
C (0.78738, 1.41958, -3.66977)  -0.200
C (1.35071, 0.16613, -4.28076)  -0.057
C (1.29093, 2.63428, -4.13279)  -0.047
C (0.70587, 3.83565, -3.78052)  -0.073
C (-0.41302, 3.82566, -2.96371)  -0.067
C (-0.91899, 2.63888, -2.44227)  -0.214
C (-2.15014, 2.68266, -1.58433)  -0.038
H (1.96916, -2.28930, 2.34863)  0.102
H (2.21803, -0.80575, 3.28004)  0.085
H (1.47211, -0.76314, 1.67417)  0.003
H (0.93288, -1.00578, 5.19618)  0.111
H (-1.21958, -1.42265, 6.34159)  0.107
H (-3.15203, -2.25313, 5.04158)  0.117
H (-4.24447, -2.54732, 2.93883)  0.087
H (-3.22485, -3.89959, 2.43559)  0.096
H (-3.37963, -2.48213, 1.40769)  0.042
H (-1.74987, -5.41583, -0.97999)  0.133
H (-2.40457, -5.18941, -3.40562)  0.121
H (-2.20725, -2.92625, -4.50005)  0.133
H (0.89487, 0.00804, -5.25973)  0.102
H (1.15143, -0.73337, -3.70140)  0.041
H (2.43005, 0.25751, -4.41790)  0.077
H (2.12754, 2.62160, -4.82360)  0.115
H (1.09002, 4.76850, -4.17419)  0.106
H (-0.92268, 4.75679, -2.73343)  0.112
H (-1.93593, 2.38880, -0.55496)  0.050
H (-2.92163, 2.01037, -1.95618)  0.064
H (-2.55702, 3.69362, -1.55696)  0.087
O (1.23145, -1.15504, -0.51216)  -0.595
S (2.44165, -0.92553, -1.39912)  1.064
C (3.86999, -0.89104, -0.27571)  -0.270
C (4.59302, 0.45618, -0.24277)  -0.225
C (3.98596, 1.54617, 0.63818)  -0.217
C (2.72329, 2.24550, 0.09649)  -0.262
S (1.26280, 1.86397, 1.09815)  1.072
O (0.30879, 1.23402, 0.08233)  -0.579
C (0.63465, 3.45761, 1.49754)  -0.391
C (0.30415, 4.38375, 0.51648)  -0.054
C (-0.19277, 5.61299, 0.90809)  -0.041
C (-0.34147, 5.90849, 2.26118)  -0.047
C (0.00079, 4.97878, 3.23036)  -0.055
C (0.49090, 3.73632, 2.85018)  -0.086
C (2.69623, -2.50512, -2.16744)  -0.386
C (3.45320, -2.55034, -3.33023)  -0.080
C (3.65819, -3.77620, -3.94575)  -0.055
C (3.09704, -4.92595, -3.40399)  -0.056
C (2.33611, -4.86020, -2.24391)  -0.048
C (2.12934, -3.64244, -1.61235)  -0.051
H (4.54254, -1.66729, -0.63880)  0.103
H (3.49242, -1.20532, 0.70099)  0.092
H (4.73219, 0.82763, -1.26283)  0.120
H (5.59656, 0.25235, 0.13500)  0.122
H (4.74477, 2.31242, 0.79301)  0.118
H (3.78606, 1.12967, 1.63052)  0.106
H (2.43753, 1.94573, -0.91584)  0.092
H (2.84125, 3.32830, 0.09453)  0.102
H (0.42230, 4.14022, -0.53241)  0.103
H (-0.46344, 6.34710, 0.15962)  0.118
H (-0.72621, 6.87598, 2.55849)  0.116
H (-0.11504, 5.21497, 4.27987)  0.115
H (0.75445, 2.99254, 3.59483)  0.114
H (3.86622, -1.64387, -3.75904)  0.111
H (4.24225, -3.83140, -4.85505)  0.115
H (3.25106, -5.87947, -3.89334)  0.114
H (1.90485, -5.76083, -1.82543)  0.116
H (1.54005, -3.57143, -0.70719)  0.108
C (-5.16049, 1.77508, 3.71358)  -0.016
C (-3.99205, 1.32344, 2.89754)  -0.291
C (-2.67835, 1.47810, 3.36260)  0.015
C (-1.66519, 1.05633, 2.54468)  -0.102
N (-1.93268, 0.53342, 1.34317)  -0.064
C (-3.21540, 0.38855, 0.98557)  -0.771
S (-3.31952, -0.41077, -0.53565)  0.817
N (-4.25629, 0.77508, 1.71300)  0.151
H (-4.96432, 1.67187, 4.78078)  0.085
H (-6.04661, 1.20811, 3.43788)  0.087
H (-5.35861, 2.83078, 3.50942)  0.095
H (-2.47114, 1.88909, 4.34041)  0.122
H (-0.62961, 1.10360, 2.84910)  0.092

Electronic energy? In order: -3113.6019, -4321.8440 Eh.